{"formula": "C3H7N3O", "method": "wB97M-V/def2-TZVPD", "lumo_ev": 0.24, "e_tot_ha": -357.9108, "multiplicity": 1, "de_lowest_kj_mol": 365.1, "mol_weight_da": 101.1, "elements": ["C", "N", "C", "O", "N", "C", "N", "H", "H", "H", "H", "H", "H", "H"], "positions_angstrom": [[-1.275, 2.187, 1.357], [-1.093, 0.748, 0.831], [-0.052, 0.395, -0.205], [0.391, 1.226, -0.945], [0.302, -0.927, -0.179], [1.243, -1.475, -1.057], [1.452, -2.721, -1.031], [-1.468, 2.754, 0.433], [-0.254, 2.464, 1.663], [-2.006, 0.488, 0.454], [-0.958, 0.157, 1.653], [-0.152, -1.593, 0.435], [1.711, -0.722, -1.695], [2.160, -2.979, -1.714]], "lowdin_charge": [-0.151, -0.038, -0.457, 0.130, 0.099, -0.254, 0.100, -0.024, -0.022, 0.147, 0.133, 0.149, 0.134, 0.052]}